(1)
Density functional theory data (wB97M-V/def2-TZVPD) for C21H27BN3O5ReSeSi2 as an isolated structure in a non-equilibrium geometry.

Atoms and positions in Å:
Re: 0.64 1.10 0.38
O: 1.90 4.18 5.66
C: 1.58 3.73 4.60
C: 2.18 4.10 3.25
O: 2.89 5.05 3.01
C: 1.68 3.07 2.32
C: 0.69 2.30 2.96
O: 0.09 1.38 2.26
C: 0.51 2.69 4.35
O: -0.32 2.30 5.15
O: 1.98 2.85 1.10
C: -1.62 3.88 0.69
Si: -1.16 2.52 -0.54
C: -0.74 3.32 -2.21
C: -2.72 1.45 -0.79
C: -3.92 2.00 -1.24
C: -5.05 1.21 -1.39
C: -5.00 -0.14 -1.10
C: -3.81 -0.70 -0.67
C: -2.66 0.08 -0.51
Si: -0.98 -0.70 -0.01
C: -1.33 -1.77 1.53
C: -0.68 -1.88 -1.49
H: -2.42 4.51 0.30
H: -0.76 4.53 0.91
H: -1.95 3.45 1.63
H: -1.60 3.88 -2.59
H: -0.48 2.56 -2.95
H: 0.10 4.01 -2.13
H: -3.98 3.06 -1.46
H: -5.98 1.66 -1.74
H: -5.88 -0.76 -1.22
H: -3.76 -1.76 -0.44
H: -2.04 -2.57 1.32
H: -1.72 -1.15 2.34
H: -0.40 -2.22 1.88
H: -1.63 -2.18 -1.93
H: -0.14 -2.78 -1.21
H: -0.11 -1.36 -2.27
B: 3.08 0.58 -3.55
C: 2.26 0.81 -2.25
N: 1.56 0.90 -1.33
H: 3.35 1.65 -4.04
H: 4.07 -0.06 -3.28
H: 2.32 -0.06 -4.25
C: 3.10 -2.39 -1.78
N: 2.46 -3.30 -0.85
C: 1.99 -4.56 -1.17
C: 1.42 -5.07 -0.06
N: 1.54 -4.12 0.93
C: 1.06 -4.29 2.29
C: 2.16 -3.02 0.44
Se: 2.55 -1.48 1.37
H: 4.06 -2.80 -2.10
H: 3.26 -1.45 -1.28
H: 2.46 -2.22 -2.64
H: 2.11 -4.97 -2.16
H: 0.94 -6.02 0.09
H: 1.53 -5.17 2.74
H: -0.02 -4.41 2.30
H: 1.33 -3.40 2.85

Calculated values
largest force on an atom: 1.75 eV Å⁻¹
multiplicity: 4
LUMO (alpha / beta): 2.0962 / 1.6329 eV
HOMO energy (alpha / beta): -4.96 / -5.44 eV
E_tot: -4440.56130 a.u.
frontier orbital gap (alpha / beta): 7.1 / 7.1 eV
ΔE to the lowest compared entry with this formula, charge and spin: 1.2837 eV
charge: -1

Atomic charges from the natural (NBO) analysis, expressed in e, are listed below: Re 1.016; O -0.494; C 0.395; C 0.380; O -0.521; C 0.264; C 0.177; O -0.689; C 0.372; O -0.555; O -0.721; C -1.117; Si 1.324; C -1.112; C -0.459; C -0.196; C -0.224; C -0.240; C -0.146; C -0.442; Si 1.181; C -1.111; C -1.100; H 0.227; H 0.241; H 0.247; H 0.227; H 0.241; H 0.241; H 0.198; H 0.202; H 0.200; H 0.187; H 0.214; H 0.251; H 0.224; H 0.230; H 0.209; H 0.236; B -0.603; C 0.494; N -0.637; H 0.030; H 0.010; H 0.017; C -0.421; N -0.361; C -0.067; C -0.071; N -0.370; C -0.420; C 0.262; Se -0.269; H 0.210; H 0.264; H 0.231; H 0.232; H 0.226; H 0.204; H 0.217; H 0.262

=====

(2)
Density functional theory data (wB97M-V/def2-TZVPD) for a 2-piece molecular cluster, C21H27Br2F3NO3Si overall in a non-equilibrium geometry.

Atoms and positions in Å:
C: -0.52 -0.09 -0.91
Si: 0.23 0.36 0.79
C: -1.29 0.73 1.97
C: -2.66 0.28 1.19
C: -3.98 0.39 2.09
C: -5.23 -0.28 1.27
N: -4.94 -0.44 -0.19
C: -5.14 0.70 -1.10
C: -4.76 0.14 -2.52
C: -4.36 -1.37 -2.43
C: -4.51 -1.63 -0.91
C: 1.25 2.01 0.79
C: 1.76 2.47 -0.67
C: 3.32 2.18 -0.97
F: 4.15 2.19 0.18
Br: 3.94 3.74 -2.10
C: 3.60 0.86 -1.86
F: 4.76 1.16 -2.67
F: 2.57 0.53 -2.78
Br: 4.08 -0.76 -0.81
C: 1.36 -0.98 1.57
C: 1.18 -2.45 0.98
C: 0.90 -3.62 2.01
C: 0.75 -5.11 1.61
C: 0.82 -5.52 0.09
C: 1.09 -4.37 -0.92
C: 1.29 -2.87 -0.51
H: -1.18 -1.02 -0.92
H: 0.27 -0.18 -1.73
H: -1.21 0.78 -1.24
H: -1.37 1.87 2.06
H: -1.18 0.22 2.99
H: -2.57 -0.81 0.84
H: -2.80 1.02 0.32
H: -3.92 -0.21 3.08
H: -4.31 1.49 2.27
H: -5.51 -1.30 1.71
H: -6.14 0.41 1.38
H: -5.48 1.75 -0.81
H: -4.77 0.71 -3.52
H: -4.05 -2.12 -3.23
H: -4.32 -2.60 -0.31
H: 2.08 1.88 1.56
H: 0.58 2.86 1.18
H: 1.08 2.10 -1.54
H: 1.65 3.62 -0.70
H: 2.43 -0.59 1.56
H: 1.06 -1.04 2.69
H: 0.84 -3.38 3.13
H: 0.58 -5.94 2.38
H: 0.71 -6.62 -0.23
H: 1.15 -4.65 -2.03
H: 1.48 -2.07 -1.31
C: 7.42 5.24 -0.64
O: 7.67 4.34 0.20
O: 6.08 5.37 -0.84
O: 8.17 5.99 -1.29
H: 5.88 4.66 -0.19

Calculated values
largest force on an atom: 6.21 eV Å⁻¹
LUMO: 1.8665 eV
HOMO energy: -4.02 eV
E_tot: -6833.75946 a.u.
frontier orbital gap: 5.9 eV
charge: -1

Atomic charges from the natural (NBO) analysis, expressed in e, are listed below: C -1.165; Si 1.687; C -0.869; C -0.410; C -0.412; C -0.205; N -0.388; C -0.117; C -0.294; C -0.326; C -0.063; C -0.893; C -0.475; C 0.264; F -0.344; Br 0.097; C 0.593; F -0.342; F -0.346; Br 0.051; C -0.935; C 0.005; C -0.237; C -0.227; C -0.248; C -0.219; C -0.242; H 0.265; H 0.248; H 0.249; H 0.225; H 0.227; H 0.212; H 0.221; H 0.210; H 0.205; H 0.210; H 0.209; H 0.238; H 0.229; H 0.247; H 0.226; H 0.258; H 0.240; H 0.246; H 0.251; H 0.271; H 0.245; H 0.216; H 0.221; H 0.228; H 0.221; H 0.242; C 0.930; O -0.848; O -0.771; O -0.787; H 0.480

=====

(3)
Density functional theory data (wB97M-V/def2-TZVPD) for C21H27ErNO2P2 as an isolated structure in a non-equilibrium geometry.

Atoms and positions in Å:
C: 0.28 -1.26 -3.46
C: 0.21 -0.35 -2.40
C: -0.75 -0.60 -1.39
C: -1.72 -1.60 -1.53
C: -1.61 -2.50 -2.58
C: -0.61 -2.34 -3.53
C: -2.73 -1.78 -0.41
C: -2.88 -0.54 0.47
C: -1.82 0.35 0.55
C: -1.88 1.48 1.41
C: -2.98 1.61 2.24
C: -3.99 0.65 2.25
C: -3.96 -0.41 1.35
H: 1.04 -1.14 -4.23
H: -2.34 -3.32 -2.65
H: -0.53 -3.05 -4.36
H: -3.71 -1.99 -0.85
H: -3.05 2.47 2.92
H: -4.82 0.73 2.96
H: -4.76 -1.14 1.31
N: -0.63 0.02 -0.13
Er: 0.92 -0.62 0.98
C: 1.15 0.83 -2.29
H: 0.63 1.75 -1.99
H: 1.67 1.00 -3.25
C: -0.72 2.46 1.45
H: -0.36 2.69 0.44
H: -1.02 3.38 1.97
P: 2.47 0.53 -1.01
P: 0.73 1.79 2.42
C: 0.07 2.04 4.10
H: 0.78 1.60 4.82
H: -0.08 3.10 4.32
H: -0.88 1.51 4.20
C: 1.92 3.17 2.27
H: 1.43 4.12 2.55
H: 2.77 2.99 2.94
H: 2.30 3.24 1.24
C: 3.58 -0.54 -1.97
H: 4.47 0.02 -2.29
H: 3.87 -1.38 -1.33
H: 3.07 -0.95 -2.85
C: 3.38 2.11 -1.05
H: 3.93 2.22 -0.11
H: 4.08 2.07 -1.89
H: 2.69 2.96 -1.16
C: -2.25 -2.90 0.38
O: -1.34 -2.91 1.18
H: -2.97 -3.62 -0.01
C: 1.40 -3.64 -0.42
O: 1.37 -2.30 0.02
H: 1.50 -3.69 -1.52
H: 0.46 -4.14 -0.14
H: 2.24 -4.18 0.04

Calculated values
largest force on an atom: 3.40 eV Å⁻¹
multiplicity: 4
LUMO (alpha / beta): -3.0823 / -3.0346 eV
HOMO energy (alpha / beta): -10.42 / -10.41 eV
E_tot: -2719.25861 a.u.
frontier orbital gap (alpha / beta): 7.3 / 7.4 eV
ΔE to the lowest compared entry with this formula, charge and spin: 0.1394 eV
charge: +1

Atomic charges from the Löwdin analysis, expressed in e, are listed below: C -0.039; C -0.221; C -0.203; C -0.112; C -0.013; C -0.064; C -0.179; C -0.110; C -0.196; C -0.227; C -0.047; C -0.057; C -0.011; H 0.119; H 0.126; H 0.113; H 0.162; H 0.120; H 0.112; H 0.126; N -0.146; Er 1.151; C -0.277; H 0.092; H 0.104; C -0.287; H 0.091; H 0.098; P 0.833; P 0.798; C -0.262; H 0.049; H 0.064; H 0.045; C -0.259; H 0.063; H 0.056; H 0.016; C -0.233; H 0.051; H 0.044; H 0.047; C -0.270; H 0.040; H 0.050; H 0.050; C -0.202; O 0.077; H 0.144; C -0.170; O -0.486; H 0.079; H 0.070; H 0.083

=====

(4)
Density functional theory data (wB97M-V/def2-TZVPD) for C21H27IrN7O5S as an isolated structure in a non-equilibrium geometry.

Atoms and positions in Å:
Ir: 0.16 -0.08 -0.16
C: 3.26 0.33 3.29
C: 1.96 0.56 2.57
O: 1.74 -0.10 1.54
C: 1.04 1.53 3.14
C: 1.32 2.18 4.35
C: 0.43 3.07 4.92
C: -0.78 3.35 4.28
C: -1.10 2.74 3.10
C: -0.22 1.79 2.49
O: -0.62 1.23 1.43
H: 3.85 -0.40 2.74
H: 3.06 -0.05 4.29
H: 3.82 1.25 3.37
H: 2.24 1.99 4.87
H: 0.67 3.55 5.85
H: -1.48 4.05 4.73
H: -2.03 2.93 2.59
C: 5.05 1.17 -3.04
C: 3.89 0.41 -3.68
N: 2.71 1.23 -3.85
C: 2.55 1.90 -5.13
C: 1.80 1.04 -6.14
C: 1.79 1.38 -2.91
S: 2.22 0.81 -1.29
N: 0.70 2.06 -3.17
C: -0.43 2.15 -2.48
O: -0.69 1.58 -1.40
C: -1.48 3.01 -3.07
C: -2.68 3.18 -2.38
C: -3.65 4.02 -2.90
C: -3.44 4.66 -4.11
C: -2.26 4.47 -4.81
C: -1.28 3.64 -4.30
H: 5.92 0.53 -3.01
H: 4.80 1.47 -2.02
H: 5.30 2.07 -3.60
H: 3.64 -0.46 -3.07
H: 4.19 0.07 -4.67
H: 3.55 2.13 -5.51
H: 2.02 2.84 -4.97
H: 2.34 0.12 -6.35
H: 1.68 1.60 -7.06
H: 0.81 0.79 -5.75
H: -2.83 2.67 -1.45
H: -4.58 4.17 -2.36
H: -4.21 5.31 -4.51
H: -2.10 4.98 -5.74
H: -0.36 3.48 -4.84
N: -0.90 -1.89 1.37
N: -1.61 -2.87 0.65
C: -1.60 -2.88 -0.69
N: -2.22 -3.82 -1.37
N: -0.91 -1.88 -1.25
N: -0.72 -1.73 -2.57
O: -1.24 -2.47 -3.37
O: 0.02 -0.81 -2.85
H: -0.15 -2.31 1.92
H: -1.53 -1.37 1.98
H: -2.07 -3.62 1.16
H: -2.72 -4.57 -0.92
H: -2.20 -3.79 -2.39

Calculated values
largest force on an atom: 2.28 eV Å⁻¹
multiplicity: 6
LUMO (alpha / beta): -6.2302 / -9.0077 eV
HOMO energy (alpha / beta): -13.39 / -13.34 eV
E_tot: -2077.68209 a.u.
frontier orbital gap (alpha / beta): 7.2 / 4.3 eV
charge: +2

Atomic charges from the natural (NBO) analysis, expressed in e, are listed below: Ir 1.483; C -0.719; C 0.615; O -0.610; C -0.231; C -0.058; C -0.093; C -0.184; C -0.151; C 0.449; O -0.584; H 0.263; H 0.253; H 0.259; H 0.236; H 0.251; H 0.257; H 0.251; C -0.619; C -0.224; N -0.351; C -0.218; C -0.617; C 0.393; S -0.036; N -0.616; C 0.684; O -0.694; C -0.094; C -0.192; C -0.202; C -0.160; C -0.208; C -0.169; H 0.235; H 0.211; H 0.222; H 0.219; H 0.228; H 0.216; H 0.234; H 0.213; H 0.234; H 0.221; H 0.220; H 0.224; H 0.231; H 0.231; H 0.230; N -0.656; N -0.417; C 0.644; N -0.741; N -0.550; N 0.645; O -0.377; O -0.390; H 0.401; H 0.399; H 0.415; H 0.427; H 0.466